DFT (the ωB97M-V functional and the def2-TZVPD basis) results for one molecule with the formula C7H8N4.

```
19
Properties=species:S:1:pos:R:3:forces:R:3
C -2.9160 -0.4863 -1.1480 0.0 5.8 -2.8
N -1.6092 0.2303 -1.1692 -0.5 -1.4 0.6
C -0.6424 -0.2408 -0.2706 -0.4 2.5 -1.3
N -0.8329 -1.2426 0.5156 -1.8 -1.2 0.4
C 0.0522 -1.5655 1.4178 6.5 4.7 -1.2
C 1.3948 -0.8937 1.5644 -6.9 1.0 -5.0
C 1.4729 0.2134 0.6537 1.7 -2.8 3.9
N 2.4848 1.1574 0.5173 1.7 -7.7 7.6
C 2.1186 1.8917 -0.3455 -2.7 8.9 -10.1
N 0.9584 1.6712 -0.9280 -0.8 -0.2 0.5
C 0.4984 0.5792 -0.1963 0.1 -0.3 -1.2
H -3.3550 -0.5271 -0.2257 -1.1 1.7 3.0
H -2.8520 -1.4585 -1.1216 0.8 -5.7 -1.9
H -3.6618 0.0276 -1.8803 1.5 -1.4 1.2
H -1.1183 0.3245 -2.0554 -0.8 0.3 -0.1
H 0.0358 -2.2277 2.1516 -1.6 -3.6 2.6
H 1.9577 -1.1942 2.3219 2.8 -0.9 2.9
H 3.3433 1.0142 0.9623 1.3 0.4 0.5
H 2.6706 2.7270 -0.7641 0.4 -0.1 0.4
```
Forces are in eV/Å.

Calculated values
SMILES: CNc1nccc2[nH]cnc12
E_HOMO in hartree: -0.2834
Gap between HOMO and LUMO in hartree: 0.30989
Relative energy (zero: lowest compared OMol25 entry of this formula, charge and spin) in kJ/mol: 267.3